Molecular formula: C26H46AsMoO3PS5Si3
Method: DFT, ωB97M-V/def2-TZVPD

Structure (XYZ):
```
86
C26H46AsMoO3PS5Si3, DFT ωB97M-V/def2-TZVPD
Mo 0.077 0.634 -0.482
C 0.154 5.238 3.580
C 1.145 4.978 2.463
O 1.325 3.553 2.347
P 1.601 2.810 0.981
S 1.550 0.877 1.542
S 0.243 3.244 -0.445
O 3.037 3.368 0.604
C 3.642 3.249 -0.698
C 5.113 3.578 -0.564
H 0.077 6.308 3.755
H 0.492 4.754 4.493
H -0.825 4.847 3.319
H 2.119 5.421 2.689
H 0.781 5.376 1.507
H 3.141 3.954 -1.370
H 3.493 2.233 -1.081
H 5.241 4.549 -0.093
H 5.558 3.597 -1.556
H 5.625 2.834 0.041
O 1.874 0.758 -1.473
C 1.674 -0.270 -2.363
C 2.421 -0.071 -3.655
C 2.953 -0.991 -4.509
C 3.534 -0.392 -5.649
C 3.428 0.961 -5.645
S 2.624 1.544 -4.244
C 0.156 -0.192 -2.626
C -0.436 1.067 -2.856
C -1.682 0.968 -3.533
C -2.022 -0.308 -3.840
S -0.829 -1.458 -3.341
C 2.071 -1.574 -1.708
C 3.095 -1.729 -0.821
C 3.291 -3.072 -0.427
C 2.419 -3.922 -1.026
S 1.350 -3.103 -2.094
H 2.935 -2.055 -4.343
H 4.013 -0.951 -6.434
H 3.778 1.660 -6.379
H 0.140 1.987 -2.882
H -2.265 1.831 -3.808
H -2.907 -0.650 -4.344
H 3.690 -0.908 -0.464
H 4.052 -3.382 0.268
H 2.331 -4.985 -0.921
C -1.525 -4.242 -0.367
Si -2.814 -2.879 0.045
C -3.838 -2.284 -1.461
C -4.105 -3.545 1.306
As -1.186 -1.080 0.636
Si -2.632 0.844 1.069
C -1.993 2.215 2.243
C -3.302 1.613 -0.556
C -4.087 0.017 2.011
Si -0.330 -1.904 2.790
C 1.442 -2.542 2.481
C -1.358 -3.385 3.436
C -0.509 -0.503 4.073
H -1.842 -5.236 -0.067
H -0.591 -4.010 0.154
H -1.313 -4.269 -1.432
H -4.417 -3.101 -1.880
H -3.198 -1.902 -2.249
H -4.536 -1.501 -1.178
H -4.777 -4.222 0.785
H -4.715 -2.760 1.737
H -3.655 -4.105 2.117
H -0.908 2.318 2.218
H -2.273 2.013 3.272
H -2.421 3.174 1.963
H -2.646 2.402 -0.926
H -4.279 2.058 -0.395
H -3.411 0.865 -1.341
H -3.707 -0.701 2.736
H -4.739 -0.513 1.327
H -4.689 0.746 2.544
H 1.431 -3.415 1.830
H 1.917 -2.831 3.412
H 2.057 -1.782 2.008
H -1.420 -4.181 2.701
H -2.363 -3.082 3.709
H -0.894 -3.800 4.324
H 0.022 0.391 3.760
H -0.107 -0.799 5.037
H -1.558 -0.247 4.215
```

LUMO level (spin up / spin down): -4.24 / -3.94 eV
energy relative to the best compared isomer or geometry (same formula, charge and spin): 238.6 kJ/mol
HOMO-LUMO gap (spin up / spin down): 6.425 / 6.535 eV
total energy: -183642.0505 eV
<S²>: 0.759
spin multiplicity: 2
total charge: +1

=====

Molecular formula: C26H46Cl2MnO2P2
Method: DFT, ωB97M-V/def2-TZVPD

Structure (XYZ):
```
79
C26H46Cl2MnO2P2, DFT ωB97M-V/def2-TZVPD
Mn -0.565 -0.048 -1.544
C -1.963 1.656 0.689
C -2.356 0.747 -0.321
C -2.180 -0.446 1.634
C -1.920 0.926 1.886
C -2.416 -0.582 0.260
C -1.918 3.128 0.587
H -1.573 3.412 -0.418
H -1.273 3.612 1.340
H -2.930 3.561 0.692
C -1.862 1.507 3.226
H -1.490 2.536 3.204
H -1.192 0.950 3.910
H -2.859 1.546 3.707
C -2.315 -1.494 2.678
H -3.358 -1.525 3.015
H -1.664 -1.320 3.542
H -2.064 -2.460 2.235
C -3.125 -1.736 -0.350
H -4.226 -1.585 -0.349
H -2.931 -2.690 0.170
H -2.827 -1.848 -1.409
C -2.949 1.161 -1.636
H -3.949 1.575 -1.461
H -3.027 0.304 -2.309
H -2.332 1.923 -2.134
C 1.333 0.438 -2.159
C 0.230 1.331 -2.361
C -0.269 1.567 -3.755
C -1.168 0.467 -4.323
C -1.276 -0.756 -3.440
C -0.167 -1.611 -3.346
C 1.115 -1.261 -4.069
C 1.967 -0.184 -3.389
H 0.563 1.740 -4.449
H -0.794 0.177 -5.313
H -0.811 2.518 -3.776
H 2.226 0.586 -4.151
H 1.915 0.377 -1.236
H -0.063 2.079 -1.593
H 2.942 -0.629 -3.124
H 1.713 -2.187 -4.174
H -0.287 -2.680 -3.134
H 0.880 -0.942 -5.102
H -2.173 0.872 -4.490
H -2.277 -1.198 -3.365
P 1.745 2.158 1.177
C 1.455 2.969 2.767
H 2.306 3.558 3.111
H 1.236 2.184 3.505
H 0.560 3.602 2.721
C 3.435 1.513 1.248
H 4.159 2.247 1.603
H 3.738 1.133 0.265
H 3.413 0.655 1.934
C 1.777 3.551 -0.049
H 1.990 3.135 -1.056
H 2.492 4.357 0.195
H 0.745 3.964 -0.097
P 0.812 -2.575 0.316
C -0.372 -3.678 -0.561
H 0.074 -4.593 -0.962
H -0.856 -3.127 -1.384
H -1.168 -3.934 0.160
C 2.398 -2.481 -0.619
H 2.237 -2.195 -1.675
H 3.012 -3.389 -0.558
H 2.954 -1.653 -0.136
C 1.234 -3.515 1.817
H 1.406 -4.580 1.639
H 0.398 -3.390 2.523
H 2.108 -3.076 2.317
Cl 1.640 -2.705 5.205
C 2.275 -1.161 4.593
Cl 3.696 -1.289 3.599
C 1.027 -0.422 3.771
O 0.266 0.143 4.591
O 1.028 -0.456 2.515
H 2.441 -0.462 5.431
```

LUMO level (spin up / spin down): -4.76 / -5.88 eV
energy relative to the best compared isomer or geometry (same formula, charge and spin): 94.6 kJ/mol
HOMO-LUMO gap (spin up / spin down): 5.586 / 4.189 eV
total energy: -106733.2405 eV
<S²>: 6.287
spin multiplicity: 5
total charge: +1

=====

Molecular formula: C26H46F2N8O14
Method: DFT, ωB97M-V/def2-TZVPD

Structure (XYZ):
```
96
C26H46F2N8O14, DFT ωB97M-V/def2-TZVPD
O -0.768 5.648 3.530
C -0.549 4.477 3.853
O -1.186 3.424 3.323
C -0.522 2.221 3.748
C 0.548 2.757 4.744
F 1.839 2.660 4.142
O 0.264 4.148 4.818
H -1.284 1.558 4.177
H -0.037 1.726 2.867
H 0.591 2.385 5.767
O 5.261 -2.604 1.932
C 4.183 -2.042 1.975
O 3.932 -0.777 1.868
C 2.556 -0.555 2.248
C 2.063 -1.935 2.626
F 0.931 -2.146 1.849
O 3.075 -2.787 2.267
H 2.565 0.156 3.115
H 1.979 -0.074 1.470
H 1.755 -2.065 3.647
C -0.884 -0.275 -0.637
N -1.913 -0.464 0.472
O -2.502 0.516 0.796
O -2.126 -1.548 0.996
H -0.538 0.739 -0.530
H -1.376 -0.325 -1.603
H -0.104 -1.079 -0.574
C -2.752 2.697 -1.726
N -1.433 3.251 -1.326
O -0.435 2.872 -1.927
O -1.427 4.163 -0.530
H -3.120 3.155 -2.632
H -3.349 2.994 -0.871
H -2.737 1.647 -1.863
C 0.335 -4.036 -0.434
N 0.279 -4.075 -1.925
O -0.505 -3.443 -2.557
O 1.032 -4.889 -2.450
H 0.125 -5.065 -0.158
H -0.394 -3.345 -0.011
H 1.359 -3.793 -0.128
C -3.803 -2.543 -2.037
N -4.788 -1.364 -2.153
O -4.945 -0.644 -1.190
O -5.409 -1.256 -3.188
H -3.466 -2.582 -1.042
H -3.029 -2.407 -2.741
H -4.407 -3.353 -2.286
C 2.394 1.608 -3.529
C 2.711 1.985 -2.065
C 3.575 0.926 -1.336
C 3.019 -0.415 -1.247
N 2.695 -1.509 -1.222
H 2.038 0.597 -3.480
H 3.261 1.621 -4.208
H 1.517 2.156 -3.916
H 1.763 2.083 -1.568
H 3.263 2.961 -1.912
H 3.815 1.170 -0.255
H 4.518 0.863 -1.847
C -1.932 -2.755 -6.058
C -1.109 -1.659 -6.644
C -0.239 -0.997 -5.585
C -0.993 -0.499 -4.492
N -1.676 -0.119 -3.643
H -2.665 -2.292 -5.397
H -1.414 -3.424 -5.351
H -2.443 -3.315 -6.881
H -1.710 -0.922 -7.204
H -0.436 -2.056 -7.402
H 0.346 -0.196 -5.940
H 0.464 -1.693 -5.207
C 3.983 4.939 2.372
C 2.497 5.341 2.419
C 1.623 4.837 1.323
C 1.470 3.368 1.122
N 1.401 2.220 1.047
H 4.180 3.877 2.197
H 4.454 5.254 3.310
H 4.425 5.505 1.500
H 2.531 6.410 2.346
H 2.083 5.161 3.475
H 1.984 5.280 0.359
H 0.657 5.296 1.469
C -1.706 -4.824 3.142
C -2.936 -3.907 3.275
C -2.724 -2.810 4.349
C -1.513 -2.068 4.185
N -0.570 -1.399 4.184
H -0.955 -4.113 2.765
H -1.773 -5.582 2.342
H -1.395 -5.269 4.092
H -3.834 -4.560 3.545
H -3.149 -3.358 2.343
H -2.793 -3.252 5.360
H -3.582 -2.188 4.156
```

LUMO level: 0.16 eV
SMILES: O=C1OC[C@@H](F)O1.O=C1OC[C@@H](F)O1.C[N+](=O)[O-].C[N+](=O)[O-].C[N+](=O)[O-].C[N+](=O)[O-].CCCC#N.CCCC#N.CCCC#N.CCCC#N
HOMO-LUMO gap: 11.088 eV
total energy: -73716.8673 eV

=====

Molecular formula: C26H46FeO2P2
Method: DFT, ωB97M-V/def2-TZVPD

Structure (XYZ):
```
77
C26H46FeO2P2, DFT ωB97M-V/def2-TZVPD
Fe 0.216 -0.602 -4.063
C -0.653 -2.169 0.086
C 0.712 -2.337 -0.374
C 0.637 -0.654 1.217
C -0.708 -1.084 1.007
C 1.504 -1.427 0.384
C -1.819 -2.896 -0.469
H -1.587 -3.415 -1.416
H -2.678 -2.233 -0.665
H -2.139 -3.632 0.276
C -1.872 -0.746 1.792
H -2.785 -0.623 1.191
H -1.724 0.162 2.385
H -2.050 -1.586 2.497
C 1.099 0.234 2.302
H 1.659 -0.379 3.034
H 0.258 0.698 2.816
H 1.779 1.009 1.924
C 2.984 -1.291 0.267
H 3.485 -1.935 0.997
H 3.301 -0.251 0.449
H 3.291 -1.588 -0.745
C 1.236 -3.327 -1.330
H 1.556 -4.259 -0.835
H 2.109 -2.929 -1.886
H 0.479 -3.576 -2.097
C -1.760 0.791 -5.583
C -1.832 -0.567 -5.477
C -1.067 -1.568 -6.171
C 0.481 -1.299 -6.436
C 1.346 -0.563 -5.513
C 1.047 0.847 -5.014
C 0.465 1.843 -5.930
C -0.912 1.537 -6.536
H -1.475 -1.825 -7.159
H 0.581 -0.803 -7.425
H -1.213 -2.486 -5.624
H -0.845 1.027 -7.522
H -2.598 1.414 -5.208
H -2.807 -0.889 -5.113
H -1.400 2.505 -6.763
H 0.406 2.840 -5.487
H 1.889 1.336 -4.503
H 1.177 1.952 -6.769
H 0.934 -2.313 -6.529
H 2.275 -1.106 -5.028
P -1.929 1.186 -1.726
P 1.496 1.504 -1.486
C -0.947 2.420 -2.646
C 0.508 2.819 -2.267
H -1.620 3.293 -2.587
H -0.961 2.047 -3.700
H 1.050 3.153 -3.170
H 0.467 3.672 -1.563
C 2.171 2.482 -0.119
H 2.945 1.899 0.374
H 1.368 2.744 0.572
H 2.597 3.371 -0.584
C 3.130 1.338 -2.369
H 3.500 2.304 -2.756
H 3.057 0.588 -3.186
H 3.844 0.931 -1.622
C -3.610 1.124 -2.279
H -4.031 0.170 -1.883
H -3.602 1.148 -3.383
H -4.135 1.982 -1.829
C -1.404 -0.421 -2.360
H -0.526 -0.612 -1.706
H -1.266 -0.250 -3.482
H -2.236 -1.131 -2.470
C -1.426 3.293 1.517
O -1.120 2.530 0.357
C -2.217 1.898 -0.088
O -3.291 1.885 0.546
H -2.058 4.131 1.240
H -0.467 3.631 1.882
H -1.932 2.652 2.235
```

LUMO level (spin up / spin down): -3.82 / -3.56 eV
energy relative to the best compared isomer or geometry (same formula, charge and spin): 498.8 kJ/mol
HOMO-LUMO gap (spin up / spin down): 3.806 / 6.149 eV
total energy: -84753.4294 eV
<S²>: 8.821
spin multiplicity: 6
total charge: +1